The ion C2H8IN2 with charge +1 at a distorted geometry. Source: the OMol25 dataset; level of theory: ωB97M-V/def2-TZVPD.

```
13
Properties=species:S:1:pos:R:3:forces:R:3:mulliken_charge:R:1
C 0.443998 -0.447580 -1.191857 -0.9551 0.7428 1.4544 -1.2422
C -0.486284 -0.252314 -0.005684 -2.0113 0.7673 -2.1361 0.3130
N -0.138946 -0.872341 1.138707 0.2033 -0.7058 1.2286 -0.5287
N -0.565161 1.246075 0.348168 -2.9775 1.3593 1.5996 -0.4856
I -2.663846 -0.557746 -0.685366 0.6366 -0.0901 0.2776 0.1443
H 0.015901 -0.679230 -2.106747 -1.3463 -0.6817 -1.4171 0.3759
H 1.144971 -1.179503 -0.965205 1.4761 -1.2053 0.4432 0.3796
H 0.898426 0.477001 -1.376153 1.2822 1.3213 -0.2382 0.3736
H -0.886680 -0.886797 1.819362 0.1801 -0.2881 0.2706 0.3014
H 0.325044 -1.765145 1.055685 -0.0245 0.0004 -0.0489 0.2408
H -0.967928 1.372932 1.371030 1.4241 -0.2912 -2.3801 0.4074
H 0.337938 1.629420 0.224577 1.6653 0.6097 0.6665 0.3313
H -1.178229 1.900956 -0.221749 0.4471 -1.5388 0.2799 0.3890
```
Positions in Å, forces in eV/Å.

Its charge is +1. The value obtained for the HOMO energy is -13.72 eV. As for the largest force on an atom: 3.64 eV Å⁻¹. Its total energy is -13277.287 eV.